{"formula": "C45H42AsFN16O3SSc", "method": "ωB97M-V with the def2-TZVPD basis set", "species": ["Sc", "C", "C", "N", "N", "C", "N", "S", "C", "C", "C", "C", "C", "N", "H", "H", "H", "H", "H", "H", "H", "H", "H", "H", "F", "C", "C", "C", "C", "O", "C", "C", "N", "C", "C", "C", "C", "C", "C", "N", "C", "C", "N", "C", "C", "C", "O", "O", "H", "H", "H", "H", "H", "H", "H", "H", "H", "H", "H", "H", "H", "H", "H", "H", "H", "H", "N", "C", "N", "N", "N", "N", "C", "N", "N", "N", "N", "H", "C", "C", "C", "C", "C", "C", "As", "C", "C", "C", "C", "C", "C", "C", "C", "C", "C", "C", "C", "H", "H", "H", "H", "H", "H", "H", "H", "H", "H", "H", "H", "H"], "positions_angstrom": [[0.10, 0.13, -0.42], [-2.69, -2.03, 2.97], [-1.94, -1.48, 1.79], [-0.68, -1.24, 1.73], [0.07, -1.64, 2.79], [1.40, -1.36, 2.98], [1.85, -1.88, 4.14], [2.36, -0.50, 1.96], [-2.73, -1.21, 0.55], [-4.09, -1.43, 0.51], [-4.77, -1.26, -0.69], [-4.06, -0.89, -1.81], [-2.70, -0.68, -1.69], [-2.05, -0.83, -0.54], [-2.12, -1.99, 3.90], [-3.58, -1.43, 3.15], [-3.00, -3.06, 2.80], [-0.39, -2.20, 3.50], [1.22, -2.09, 4.90], [2.78, -1.59, 4.41], [-4.63, -1.73, 1.39], [-5.84, -1.42, -0.73], [-4.54, -0.76, -2.77], [-2.10, -0.37, -2.54], [4.27, 5.10, -2.17], [4.43, 3.77, -2.34], [3.63, 2.90, -1.67], [3.85, 1.51, -1.80], [2.91, 0.58, -1.23], [1.92, 1.06, -0.60], [3.14, -0.79, -1.44], [4.24, -1.16, -2.15], [5.11, -0.30, -2.71], [6.21, -0.81, -3.51], [7.61, -0.61, -3.03], [6.99, -1.97, -2.99], [4.91, 1.06, -2.59], [5.70, 1.98, -3.30], [5.45, 3.33, -3.21], [6.18, 4.26, -3.97], [5.56, 5.38, -4.65], [5.55, 5.15, -6.15], [6.96, 4.89, -6.62], [7.58, 3.71, -5.90], [7.52, 4.00, -4.40], [2.22, -1.93, -1.02], [2.64, -3.06, -1.09], [1.05, -1.58, -0.60], [2.82, 3.26, -1.05], [4.42, -2.21, -2.32], [6.01, -0.77, -4.58], [7.73, -0.10, -2.09], [8.38, -0.40, -3.77], [6.72, -2.36, -2.02], [7.30, -2.71, -3.71], [6.45, 1.61, -3.98], [6.09, 6.31, -4.41], [4.53, 5.51, -4.33], [5.18, 6.02, -6.71], [4.97, 4.27, -6.42], [7.53, 5.72, -6.44], [6.98, 4.73, -7.63], [8.59, 3.59, -6.27], [6.98, 2.85, -6.16], [8.15, 4.88, -4.19], [7.96, 3.16, -3.86], [-1.08, 2.20, -3.30], [-1.41, 2.61, -2.03], [-2.13, 3.68, -1.78], [-2.26, 3.69, -0.43], [-1.66, 2.68, 0.08], [-1.08, 1.94, -0.92], [-0.12, 1.23, -3.53], [0.57, 1.15, -4.64], [1.33, 0.04, -4.47], [1.08, -0.50, -3.34], [0.16, 0.25, -2.67], [-1.19, 2.89, -4.03], [0.98, 0.48, 6.78], [-0.29, 0.28, 6.24], [-0.56, 0.70, 4.94], [0.41, 1.33, 4.17], [1.67, 1.54, 4.73], [1.95, 1.12, 6.02], [-0.08, 1.88, 2.33], [-1.44, 3.11, 2.95], [-2.76, 2.82, 3.27], [-3.60, 3.84, 3.69], [-3.13, 5.15, 3.77], [-1.82, 5.44, 3.42], [-0.97, 4.42, 3.01], [0.44, 4.59, 2.58], [1.14, 5.79, 2.55], [2.47, 5.80, 2.13], [3.10, 4.63, 1.74], [2.41, 3.43, 1.76], [1.09, 3.42, 2.18], [1.19, 0.17, 7.80], [-1.07, -0.19, 6.83], [-1.56, 0.56, 4.55], [2.44, 2.03, 4.15], [2.93, 1.30, 6.45], [-3.15, 1.81, 3.17], [-4.63, 3.63, 3.94], [-3.79, 5.94, 4.09], [-1.46, 6.46, 3.47], [0.67, 6.71, 2.85], [3.01, 6.74, 2.11], [4.14, 4.65, 1.42], [2.89, 2.50, 1.46]], "de_lowest_kcal_mol": 13.9, "total_charge": 1, "e_lumo_ev": -3.17, "homo_energy_ev": -9.242, "orbital_gap_ha": 0.223, "e_tot_ev": -172420.0521}